[1]
The following is a DFT calculation (ωB97M-V/def2-TZVPD) of a structure of composition C23H30AgN6O4PSSe.

ΔE to the lowest compared entry with this formula, charge and spin: 3.266 eV
HOMO energy: -6.65 eV
maximum force: 0.01063 hartree/bohr
multiplicity: 1
energy: -130941.213 eV

The geometry in XYZ format:
```
67
C23H30AgN6O4PSSe | the OMol25 dataset | ωB97M-V/def2-TZVPD
Ag -0.0957 0.3850 -1.3097
Se 5.6134 -2.1761 3.6109
N 5.6076 -1.7471 1.8578
C 4.3726 -1.5239 1.5276
C 3.9604 -1.1704 0.1692
C 4.8892 -1.0591 -0.8606
C 4.4447 -0.7686 -2.1341
C 3.0782 -0.6001 -2.3255
N 2.1864 -0.6803 -1.3507
C 2.6038 -0.9589 -0.1082
C 1.5846 -1.0277 0.9837
N 0.3359 -0.7303 0.6557
C -0.6289 -0.6203 1.6810
C -0.3259 -1.3372 2.9486
C 0.9535 -1.6312 3.2241
C 1.9912 -1.4183 2.2572
C 3.3677 -1.6667 2.5652
N 3.8231 -2.0185 3.7421
H 5.9365 -1.2129 -0.6401
H 5.1303 -0.6859 -2.9657
H 2.6816 -0.3948 -3.3137
H -0.8919 0.4168 1.8864
H -1.1032 -1.4891 3.6789
H 1.2235 -2.0494 4.1846
C -1.2968 -3.4187 0.9919
C -2.5035 -2.4960 0.9949
C -3.4223 -2.6701 2.1901
C -3.2812 -2.7308 -0.2926
O -2.0180 -1.0316 1.0529
P -2.8751 0.1749 0.0475
O -4.2765 0.1254 0.4860
O -2.4134 -0.1441 -1.3246
O -2.0844 1.4651 0.5176
C -2.5228 2.5618 1.3935
C -1.2370 3.3029 1.7182
C -3.4723 3.4219 0.5796
C -3.1781 2.0201 2.6524
H -1.6650 -4.4132 0.7344
H -0.7928 -3.4797 1.9504
H -0.5774 -3.1105 0.2368
H -3.8221 -3.6853 2.1795
H -4.2482 -1.9647 2.1232
H -2.9010 -2.5314 3.1315
H -3.6171 -3.7693 -0.2450
H -2.6572 -2.6008 -1.1718
H -4.1597 -2.0992 -0.3742
H -0.6705 3.4896 0.8062
H -0.6124 2.7348 2.4089
H -1.4678 4.2622 2.1827
H -2.9757 3.7895 -0.3187
H -3.8002 4.2772 1.1737
H -4.3513 2.8480 0.2901
H -2.5225 1.3079 3.1564
H -4.1230 1.5328 2.4337
H -3.3486 2.8528 3.3384
S 0.8111 2.7534 -1.8483
C 1.3922 2.4220 -3.3814
N 2.4648 3.0046 -3.9542
C 2.8123 2.3618 -5.2127
C 1.4899 1.6655 -5.5705
N 0.8700 1.5388 -4.2594
H 3.1201 3.4940 -3.3697
H 3.6223 1.6396 -5.0725
H 3.1119 3.0892 -5.9649
H 1.6450 0.6924 -6.0336
H 0.8808 2.2847 -6.2353
H -0.0651 1.1974 -4.1056
```



[2]
The following is a DFT calculation (ωB97M-V/def2-TZVPD) of an isolated molecule of C6H12O.

ΔE to the lowest compared entry with this formula, charge and spin: 0.494 eV
HOMO energy: -9.69 eV
SMILES: CCC(C=O)CC
maximum force: 0.01019 hartree/bohr
multiplicity: 1
energy: -8463.860 eV

The geometry in XYZ format:
```
19
C6H12O | the OMol25 dataset | ωB97M-V/def2-TZVPD
C 1.4237 2.1082 -0.4349
C 0.8429 0.7778 -0.9101
C -0.1330 0.1460 0.0969
C 0.6656 -0.3238 1.2909
O 0.6951 0.2184 2.3700
C -0.9032 -1.0331 -0.5146
C -1.8345 -1.7391 0.4888
H 2.1378 2.5080 -1.1620
H 0.6304 2.8515 -0.2983
H 1.9412 2.0026 0.5250
H 0.3178 0.9169 -1.8634
H 1.6552 0.0640 -1.1135
H -0.8361 0.9083 0.4572
H 1.2817 -1.2345 1.0976
H -0.1780 -1.7462 -0.9295
H -1.4733 -0.6576 -1.3725
H -2.8854 -1.6753 0.1928
H -1.7564 -1.2913 1.4858
H -1.5916 -2.8007 0.5938
```



[3]
The following is a DFT calculation (ωB97M-V/def2-TZVPD) of an isolated molecule of C16H11ClN2O at a distorted geometry.

HOMO energy: -7.64 eV
SMILES: O=C(Nc1ccc(Cl)cn1)c1cccc2ccccc12
maximum force: 0.31769 hartree/bohr
multiplicity: 1
energy: -34307.695 eV

The geometry in XYZ format:
```
31
C16H11ClN2O | the OMol25 dataset | ωB97M-V/def2-TZVPD
O -2.0261 1.3920 2.7287
C -1.5992 1.0250 1.6146
N -1.8988 1.5395 0.3742
C -1.6989 1.1968 -0.7931
C -1.3059 -0.1016 -1.1069
C -1.0315 -0.2935 -2.4659
C -1.3164 0.5665 -3.2748
Cl -0.6527 0.4746 -4.9742
C -1.5794 1.9139 -2.8207
N -1.8302 2.3670 -1.5669
C -0.5709 -0.0637 1.7493
C -1.0816 -1.4646 2.3839
C -0.3545 -2.4496 2.3179
C 0.9611 -2.4828 1.7322
C 1.5896 -1.1892 0.9706
C 2.7529 -1.2797 0.4783
C 3.2491 0.0895 -0.0146
C 2.4341 0.9638 0.0464
C 1.2354 1.0296 0.5324
C 0.6430 -0.2626 1.1437
H -2.3799 2.3399 0.5716
H -1.4349 -0.9411 -0.4791
H -0.7054 -1.4921 -2.8602
H -1.6769 2.9745 -3.4944
H -1.8657 -1.3971 2.7575
H -0.5958 -3.4279 2.7467
H 1.6120 -3.3974 1.7312
H 3.5239 -2.0634 0.3768
H 4.0111 0.1522 -0.4908
H 2.7688 2.1151 -0.5177
H 0.8238 2.1664 0.6034
```